[1]
This record from the Open Molecules 2025 dataset describes 2 unconnected molecules or ions with the total composition C3H4FNO at a distorted geometry. The level of theory is ωB97M-V/def2-TZVPD.

Structure (XYZ):
```
10
Properties=species:S:1:pos:R:3:forces:R:3
C 0.366818 0.927346 -0.301414 0.036 0.435 -0.296
C -0.718595 0.533136 0.429329 0.297 0.541 0.631
C -1.836180 -0.024684 -0.061276 -0.166 -0.981 -0.178
N -0.152880 -2.130101 0.309316 -0.278 0.223 0.682
O -2.847965 -0.414289 -0.452004 -0.148 0.215 -0.068
F 0.973354 -1.478635 -0.166713 0.021 -0.586 -0.290
H 1.243352 1.300323 0.194240 0.083 0.015 0.096
H 0.359378 0.912238 -1.375378 0.018 -0.025 -0.183
H -0.674663 0.521226 1.512645 -0.097 -0.042 0.012
H -0.523198 -2.611061 -0.517978 0.233 0.207 -0.407
```
Forces are in eV/Å.

Results
E_tot, eV: -9424.8765
Energy above the lowest of the compared OMol25 structures with the same formula, charge and spin, kcal per mole: 132.4
E_HOMO (alpha / beta), eV: -7.06 / -9.74
Net charge: 0
Gap between HOMO and LUMO (alpha / beta), eV: 6.66 / 9.96
LUMO level (alpha / beta), eV: -0.40 / 0.22
Molecular weight, g/mol: 89.069

[2]
This record from the Open Molecules 2025 dataset describes a single C4H6N2 molecule at a distorted geometry. The level of theory is ωB97M-V/def2-TZVPD.

Structure (XYZ):
```
12
Properties=species:S:1:pos:R:3:forces:R:3
N -2.535516 -0.530223 -1.398413 0.538 0.668 0.528
C -1.840265 0.151763 -0.776042 -0.773 -0.505 -0.654
C -0.881518 0.899051 0.035796 0.007 -0.018 -0.105
C 0.141808 -0.106357 0.541053 -0.335 -0.298 -0.177
C 1.092340 -0.787716 -0.389343 0.600 0.473 0.477
N 1.507550 0.317906 0.588319 0.330 -0.625 -0.384
H -0.376662 1.663773 -0.564042 -0.083 -0.194 -0.017
H -1.412671 1.420278 0.843610 0.195 -0.214 -0.092
H -0.211486 -0.703825 1.383575 -0.029 -0.005 -0.246
H 1.222431 -0.505276 -1.442837 -0.396 0.357 0.587
H 1.357148 -1.854079 -0.293833 -0.138 0.699 0.699
H 1.936841 0.034701 1.472154 0.084 -0.338 -0.617
```
Forces are in eV/Å.

Results
E_tot, eV: -7223.8183
SMILES string: N#CC[C@H]1CN1
Energy above the lowest of the compared OMol25 structures with the same formula, charge and spin, kcal per mole: 40.9
E_HOMO, eV: -10.21
Net charge: 0
Gap between HOMO and LUMO, eV: 11.11
LUMO level, eV: 0.90
Molecular weight, g/mol: 82.106

[3]
This record from the Open Molecules 2025 dataset describes a single C6H10 molecule. The level of theory is ωB97M-V/def2-TZVPD.

Structure (XYZ):
```
16
Properties=species:S:1:pos:R:3:forces:R:3
C -1.922901 -0.435724 -1.100792 0.017 0.079 0.070
C -0.600189 -0.105304 -0.433345 0.236 -0.238 0.084
C 0.432565 -0.954792 -0.446313 -0.103 0.016 0.007
C 1.634930 -0.433747 0.305874 0.048 -0.032 0.034
C 0.960243 0.566315 1.256139 0.007 0.086 0.007
C -0.155558 1.136936 0.371298 -0.168 -0.042 -0.074
H -2.317446 0.339831 -1.768966 0.240 0.053 0.215
H -1.817888 -1.346044 -1.708831 0.094 0.249 0.204
H -2.709991 -0.648985 -0.365928 0.157 0.175 -0.005
H 0.414265 -1.934057 -0.915702 0.027 0.162 -0.120
H 2.211506 -1.227954 0.790319 -0.086 0.169 0.061
H 2.319756 0.095155 -0.377210 -0.091 -0.122 0.078
H 0.535301 0.012125 2.104381 0.012 0.174 -0.150
H 1.583800 1.379909 1.643265 0.159 -0.307 -0.055
H 0.329153 1.873104 -0.293893 -0.354 -0.114 -0.053
H -0.895426 1.684315 0.966571 -0.195 -0.306 -0.303
```
Forces are in eV/Å.

Results
E_tot, eV: -6383.6294
SMILES string: CC1=CCCC1
Energy above the lowest of the compared OMol25 structures with the same formula, charge and spin, kcal per mole: 5.3
E_HOMO, eV: -8.78
Net charge: 0
Gap between HOMO and LUMO, eV: 9.94
LUMO level, eV: 1.16
Molecular weight, g/mol: 82.146

[4]
This record from the Open Molecules 2025 dataset describes 2 unconnected molecules or ions with the total composition C5H12FN2 at a distorted geometry. The level of theory is ωB97M-V/def2-TZVPD.

Structure (XYZ):
```
20
Properties=species:S:1:pos:R:3:forces:R:3
C -0.627440 -0.496693 -1.129818 1.965 -1.030 -1.716
C -0.289469 -1.214996 -2.425741 0.005 -0.224 -0.119
C -0.361060 -0.322177 2.369505 3.047 -1.533 -4.152
C 1.814309 1.417581 0.914243 -1.723 -0.620 -2.211
C 0.439109 0.833887 0.573161 -2.612 0.205 5.615
N -1.854029 -0.373061 -0.700447 -2.040 2.046 1.385
N 0.424896 -0.078160 -0.466741 0.351 1.090 0.824
F -0.579247 1.802709 0.416748 1.412 -0.904 -0.180
H -0.868552 -2.120567 -2.427705 -0.174 -0.639 -0.019
H -0.664540 -0.672335 -3.302510 0.273 0.229 0.257
H 0.796272 -1.495778 -2.582752 -1.288 0.691 0.486
H 0.290185 -0.146023 3.214705 0.382 -0.147 -0.218
H -0.306290 -1.394398 1.850542 -0.194 2.396 1.601
H -1.305608 0.051770 2.555339 -2.015 0.708 0.039
H 2.524363 0.693913 0.529493 0.594 0.326 -0.382
H 1.815704 2.398393 0.440430 0.620 -0.039 -0.205
H 2.052246 1.508697 1.921166 -0.181 0.216 1.885
H -2.615275 -0.224827 -1.386256 0.740 -0.764 0.474
H -2.082696 0.135748 0.218691 0.916 -0.995 -1.903
H 1.397122 -0.303684 -0.582053 -0.078 -1.013 -1.461
```
Forces are in eV/Å.

Results
E_tot, eV: -11068.3292
Energy above the lowest of the compared OMol25 structures with the same formula, charge and spin, kcal per mole: 42.4
E_HOMO, eV: -12.86
Net charge: +1
Gap between HOMO and LUMO, eV: 8.81
LUMO level, eV: -4.05
Molecular weight, g/mol: 119.163